[1]
{"formula": "C24H15Cl5N3O8OsS", "method": "the ωB97M-V functional and the def2-TZVPD basis", "relative_energy_kj_mol": 49.79, "spin_multiplicity": 1, "e_tot_ha": -4479.30335, "total_charge": 1, "gap_ev": 6.3, "symbols": ["Os", "O", "C", "C", "C", "C", "C", "C", "C", "O", "N", "O", "O", "H", "H", "H", "H", "Cl", "C", "C", "C", "Cl", "C", "Cl", "C", "Cl", "C", "Cl", "O", "C", "O", "C", "C", "C", "C", "O", "C", "O", "C", "C", "H", "H", "H", "H", "H", "S", "C", "N", "C", "C", "N", "H", "H", "H", "H", "H", "H"], "xyz": [[-0.72361, -0.27693, -0.77366], [-1.13862, -0.12791, 1.39117], [-1.90621, -0.88136, 1.98499], [-2.62042, -2.00415, 1.42494], [-3.29028, -2.83011, 2.33608], [-3.98664, -3.91688, 1.87965], [-4.07356, -4.20974, 0.52252], [-3.44035, -3.39059, -0.38513], [-2.70390, -2.28160, 0.04318], [-2.16634, -1.53174, -0.91881], [-4.66394, -4.79019, 2.85433], [-4.55993, -4.49548, 4.02633], [-5.26576, -5.74385, 2.41595], [-2.06850, -0.69744, 3.05510], [-3.26121, -2.62456, 3.39824], [-4.64102, -5.07203, 0.20224], [-3.49915, -3.58022, -1.44777], [-2.85085, 0.97829, -2.13550], [-1.73001, 0.38339, -3.34339], [-0.59845, -0.23170, -2.82624], [0.34298, -0.64184, -3.76471], [1.83119, -1.35929, -3.25233], [0.13057, -0.47218, -5.13705], [1.31209, -0.99668, -6.26542], [-1.04030, 0.12548, -5.60208], [-1.31076, 0.32819, -7.28184], [-1.99184, 0.57305, -4.68784], [-3.43492, 1.34024, -5.20119], [-0.63072, 1.73171, -0.48476], [0.65131, 1.81381, -0.49413], [1.20390, 0.68904, -0.71166], [1.37376, 3.04673, -0.25978], [0.66783, 4.18782, 0.10725], [1.32615, 5.39338, 0.33584], [2.69226, 5.38686, 0.17844], [3.54393, 6.42093, 0.32714], [4.86076, 5.91507, 0.06677], [4.72367, 4.53610, -0.28528], [3.39960, 4.24358, -0.19049], [2.77514, 3.05371, -0.42221], [-0.40672, 4.13068, 0.21284], [0.79660, 6.29168, 0.61681], [5.46299, 6.00371, 0.97093], [5.29711, 6.46343, -0.76663], [3.31397, 2.17200, -0.74024], [0.61795, -2.14254, -0.31150], [1.22545, -1.97114, 1.29185], [1.59113, -0.84873, 1.88570], [2.32654, -1.10440, 3.12858], [2.17960, -2.63297, 3.30060], [1.52411, -3.02189, 2.04786], [1.63023, 0.00858, 1.35039], [1.89165, -0.55063, 3.95730], [3.36741, -0.80534, 3.01181], [1.54959, -2.88968, 4.15091], [3.13913, -3.13344, 3.40847], [1.25544, -3.96023, 1.80544]], "atomic_forces_ev_per_a": [[-0.1, -0.1, -0.1], [-0.2, 0.0, 0.0], [0.0, 0.0, 0.0], [0.0, 0.0, 0.0], [0.0, 0.0, 0.0], [0.0, 0.0, 0.0], [0.0, 0.0, 0.0], [0.0, 0.0, 0.0], [0.0, 0.0, -0.1], [-0.1, -0.1, 0.0], [0.0, 0.0, 0.0], [0.0, 0.0, 0.0], [0.0, 0.0, 0.0], [0.0, 0.0, 0.0], [0.0, 0.0, 0.0], [0.0, 0.0, 0.0], [0.0, 0.0, 0.0], [0.0, 0.0, 0.0], [0.0, 0.0, 0.0], [0.0, 0.0, 0.0], [0.1, 0.0, 0.0], [0.0, 0.0, 0.0], [0.0, 0.0, 0.0], [0.0, 0.0, 0.0], [0.0, 0.0, 0.0], [0.0, 0.0, 0.0], [0.0, 0.0, 0.0], [0.0, 0.0, 0.0], [0.3, 0.1, 0.3], [0.0, 0.0, -0.2], [0.0, 0.0, 0.0], [0.0, 0.0, 0.0], [0.0, 0.0, 0.0], [0.0, 0.0, 0.0], [0.0, 0.0, 0.0], [0.0, 0.0, 0.0], [0.0, 0.0, 0.0], [0.0, 0.0, 0.0], [0.0, 0.0, 0.0], [0.0, 0.0, 0.0], [0.0, 0.0, 0.0], [0.0, 0.0, 0.0], [0.0, 0.0, 0.0], [0.0, 0.0, 0.0], [0.0, 0.0, 0.0], [0.0, 0.2, 0.1], [0.0, -0.1, -0.1], [0.0, 0.1, -0.1], [0.0, 0.0, 0.0], [0.0, 0.0, 0.0], [0.0, 0.0, 0.0], [0.0, 0.0, 0.1], [0.0, 0.0, 0.0], [0.0, 0.0, 0.0], [0.0, 0.0, 0.0], [0.0, 0.0, 0.0], [0.0, 0.0, 0.0]], "lowdin_charge": [1.377, -0.095, -0.139, -0.112, 0.064, -0.123, 0.051, 0.046, -0.301, -0.317, -0.353, 0.091, 0.105, 0.151, 0.135, 0.134, 0.138, 0.783, -0.646, -0.345, -0.671, 0.679, -0.697, 0.710, -0.701, 0.718, -0.706, 0.724, -0.146, -0.528, -0.148, -0.142, 0.010, 0.044, -0.198, 0.063, -0.092, 0.050, -0.197, 0.091, 0.127, 0.131, 0.143, 0.144, 0.140, 0.797, -0.706, 0.059, -0.084, -0.092, 0.051, 0.128, 0.124, 0.128, 0.124, 0.126, 0.154]}

***

[2]
{"formula": "C32H35BCoN4O10P3", "method": "the ωB97M-V functional and the def2-TZVPD basis", "relative_energy_kj_mol": 0.00, "spin_multiplicity": 4, "s2": 3.76, "e_tot_ha": -4643.97332, "total_charge": -1, "gap_ev": [6.2, 6.9], "symbols": ["Co", "C", "C", "O", "P", "O", "O", "O", "P", "O", "O", "O", "H", "H", "H", "H", "H", "H", "H", "O", "C", "C", "C", "C", "C", "C", "C", "P", "C", "C", "C", "C", "C", "C", "C", "C", "C", "C", "C", "C", "H", "H", "H", "H", "H", "H", "H", "H", "H", "H", "H", "H", "H", "H", "C", "C", "C", "C", "N", "C", "N", "N", "N", "H", "H", "H", "H", "H", "H", "H", "H", "H", "H", "O", "B", "O", "C", "C", "C", "C", "C", "C", "H", "H", "H", "H"], "xyz": [[0.32655, 0.04516, -0.52669], [4.99846, -1.45064, -1.89280], [3.56774, -0.96402, -1.80904], [3.10768, -0.59375, -3.12869], [3.38088, 0.59240, -0.83503], [3.84220, 0.59035, 0.58101], [4.31875, 1.61286, -1.67941], [1.94410, 1.07174, -1.06471], [2.46437, -2.33578, -1.20495], [2.93167, -2.60734, 0.30102], [2.66596, -3.54480, -2.02768], [1.06285, -1.70941, -1.21234], [5.66809, -0.66238, -2.24217], [5.03056, -2.29212, -2.58535], [5.31916, -1.78888, -0.90748], [2.14560, -0.69305, -3.11801], [2.56251, -0.13640, 1.57554], [4.04113, 1.55618, -2.60816], [2.52600, -1.99054, 0.95413], [1.87558, -0.73013, 1.96288], [0.56296, -0.25258, 1.68541], [0.26761, 1.00909, 2.41329], [0.68822, 1.12558, 3.74905], [0.42073, 2.25694, 4.49043], [-0.27640, 3.32261, 3.92294], [-0.66727, 3.24179, 2.60280], [-0.38623, 2.10170, 1.84234], [-0.66652, 2.09644, 0.04323], [-2.45771, 2.42168, -0.10086], [-3.33296, 2.17919, 0.95992], [-4.69786, 2.37421, 0.80941], [-5.21590, 2.80736, -0.40297], [-4.36051, 3.00562, -1.47912], [-2.99877, 2.79718, -1.33480], [0.09420, 3.72368, -0.33785], [-0.55843, 4.82186, -0.89189], [0.13429, 5.99743, -1.14964], [1.48682, 6.09167, -0.86484], [2.14144, 5.00447, -0.30155], [1.45442, 3.83378, -0.03512], [1.22764, 0.29362, 4.18301], [0.74569, 2.31178, 5.52303], [-0.49218, 4.21056, 4.50446], [-1.17362, 4.07897, 2.13410], [-2.92999, 1.83707, 1.90499], [-5.35959, 2.20374, 1.65042], [-6.27939, 2.98387, -0.50851], [-4.76193, 3.31511, -2.43681], [-2.34397, 2.91465, -2.18932], [-1.61510, 4.77954, -1.11055], [-0.39235, 6.84656, -1.56921], [2.02593, 7.00541, -1.08156], [3.19606, 5.06742, -0.06453], [1.97581, 2.98701, 0.39156], [-4.81683, -3.33394, -1.89790], [-5.41364, -2.17569, -2.69504], [-5.02819, -2.26138, -4.17086], [-5.00989, -0.81829, -2.09871], [-3.57842, -0.60989, -2.06915], [-2.71293, -0.88241, -1.08556], [-1.51661, -0.52993, -1.49018], [-1.67563, -0.00252, -2.72232], [-2.89873, -0.04992, -3.08030], [-5.21133, -4.28306, -2.26210], [-5.05787, -3.25412, -0.83604], [-3.73036, -3.36576, -1.99906], [-6.50437, -2.22128, -2.61504], [-3.95094, -2.14598, -4.29437], [-5.51655, -1.47569, -4.74997], [-5.31540, -3.22980, -4.58173], [-5.37321, -0.72820, -1.07516], [-5.43665, -0.00798, -2.68775], [-2.97771, -1.33346, -0.14784], [-1.84255, -1.32994, 1.89065], [-0.42982, -1.39703, 1.71188], [-0.05266, -2.74018, 1.57374], [-1.19170, -3.46671, 1.59108], [-1.35593, -4.82613, 1.43872], [-2.65802, -5.32204, 1.49864], [-3.74285, -4.48314, 1.71047], [-3.57127, -3.10676, 1.87180], [-2.28424, -2.62032, 1.80285], [-0.49966, -5.46435, 1.26854], [-2.82369, -6.38436, 1.37285], [-4.74277, -4.89790, 1.73830], [-4.41793, -2.45213, 2.04343]], "atomic_forces_ev_per_a": [[0.9, -1.3, 0.0], [0.0, 0.0, -0.1], [-0.4, -0.1, 0.4], [0.2, 0.0, -0.1], [0.0, 0.4, -0.2], [0.0, -0.2, 0.0], [-0.1, -0.1, -0.1], [0.0, -0.1, -0.1], [0.0, -0.2, 0.1], [0.0, 0.1, -0.2], [0.1, 0.0, -0.1], [-0.1, 0.3, 0.1], [0.0, 0.0, 0.0], [0.0, 0.0, 0.0], [0.1, 0.0, 0.0], [0.0, 0.1, 0.0], [-0.1, 0.1, 0.0], [0.0, 0.0, 0.1], [-0.1, -0.1, 0.0], [0.4, -0.1, 0.0], [-0.7, 0.0, -0.6], [0.0, -0.1, 0.1], [0.0, 0.1, 0.1], [0.1, -0.2, 0.0], [-0.1, 0.1, -0.1], [0.0, 0.0, 0.1], [0.0, 0.0, 0.0], [-0.1, 0.8, 0.7], [-0.2, -0.2, -0.1], [0.2, 0.0, 0.0], [-0.1, 0.0, 0.0], [0.0, 0.0, 0.0], [-0.1, 0.0, -0.1], [0.1, -0.1, 0.1], [0.1, 0.1, -0.2], [0.0, -0.1, 0.1], [0.0, 0.1, 0.0], [-0.1, 0.0, 0.0], [0.1, 0.1, 0.1], [0.0, -0.1, -0.1], [0.0, 0.0, 0.0], [0.0, 0.0, 0.0], [0.0, 0.0, 0.0], [0.0, 0.0, 0.0], [-0.1, 0.0, 0.0], [0.0, 0.0, 0.0], [0.0, 0.0, 0.0], [0.0, 0.0, 0.0], [0.0, 0.0, 0.0], [0.0, 0.0, 0.0], [0.0, 0.0, 0.0], [0.0, 0.0, 0.0], [0.0, 0.0, 0.0], [0.0, 0.0, 0.0], [-0.1, 0.1, 0.0], [0.2, 0.0, 0.0], [-0.1, 0.0, 0.1], [-0.4, -0.2, -0.2], [0.3, 0.0, 0.4], [0.0, -0.1, -0.3], [-0.5, 0.4, 0.0], [0.2, 0.0, -0.2], [-0.1, 0.0, 0.0], [0.0, 0.0, 0.0], [0.0, 0.0, 0.0], [0.0, 0.0, 0.0], [0.0, 0.0, 0.0], [0.0, 0.0, 0.0], [0.0, 0.0, 0.0], [0.0, 0.0, 0.0], [0.0, 0.0, 0.0], [0.0, 0.1, 0.0], [0.0, 0.0, 0.1], [-0.2, 0.1, -0.1], [0.4, 0.5, 0.3], [0.1, -0.3, -0.1], [-0.3, 0.0, 0.1], [0.2, 0.1, 0.0], [-0.1, 0.0, 0.0], [0.0, -0.1, 0.0], [0.0, 0.2, 0.0], [0.2, -0.2, 0.0], [0.0, 0.0, 0.0], [0.0, 0.0, 0.0], [0.0, 0.0, 0.0], [0.0, 0.0, 0.0]], "lowdin_charge": [0.550, -0.080, -0.584, -0.085, 0.381, -0.289, -0.147, -0.389, 0.320, -0.138, -0.302, -0.362, 0.073, 0.080, 0.084, 0.074, 0.049, 0.069, 0.033, -0.074, -0.254, -0.178, -0.009, -0.080, -0.093, -0.098, -0.305, 1.113, -0.339, -0.078, -0.088, -0.104, -0.097, -0.136, -0.318, -0.091, -0.099, -0.098, -0.068, -0.082, 0.122, 0.097, 0.094, 0.110, 0.105, 0.100, 0.096, 0.103, 0.107, 0.081, 0.095, 0.095, 0.107, 0.098, -0.069, -0.407, -0.078, -0.115, -0.086, -0.084, -0.008, 0.026, 0.076, 0.081, 0.067, 0.087, 0.133, 0.072, 0.077, 0.077, 0.130, 0.124, 0.126, 0.149, -0.554, 0.208, -0.186, 0.021, -0.099, -0.119, -0.030, -0.227, 0.125, 0.096, 0.094, 0.114]}